Record 1
Computed, not measured: C8H12BNO5 in the gas phase in a non-equilibrium geometry, with ωB97M-V/def2-TZVPD.

Output
**Gap between HOMO and LUMO**: 8.30 eV
**SMILES**: CCOC1=C(B(O)N(C)C)C(=O)OC1=O
**ΔE to the lowest compared entry with this formula, charge and spin**: 8.1 kcal per mole
**Highest occupied orbital energy**: -8.83 eV
**Total charge**: 0
**2S+1**: 1

Last column: Mulliken charge in e.
Element x y z (Å)
C  -3.363  -1.995  -0.460  -1.26
C  -2.106  -1.124  -0.493  0.16
O  -0.996  -2.046  -0.494  -0.38
C  0.201  -1.628  -0.774  0.26
C  1.010  -0.717  -0.205  0.79
B  0.679  0.325  0.920  0.35
O  -0.300  0.203  1.884  -0.57
N  1.388  1.599  0.747  -0.03
C  1.924  2.192  1.972  -1.06
C  0.681  2.540  -0.117  -1.00
C  2.351  -1.036  -0.763  0.10
O  3.319  -1.075  -0.112  -0.47
O  2.272  -1.702  -1.995  -0.36
C  0.922  -1.978  -2.054  0.29
O  0.356  -2.031  -3.088  -0.48
H  -3.102  -3.017  -0.705  0.32
H  -4.064  -1.671  -1.222  0.30
H  -3.799  -2.041  0.528  0.38
H  -2.038  -0.535  -1.400  0.40
H  -2.100  -0.544  0.423  -0.07
H  -1.015  0.826  1.705  0.34
H  2.238  1.389  2.632  0.36
H  2.827  2.748  1.715  0.38
H  1.246  2.908  2.445  0.29
H  -0.251  2.119  -0.499  0.37
H  0.448  3.467  0.405  0.33
H  1.271  2.824  -0.993  0.26

***

Record 2
Computed, not measured: a molecular structure, C8H12Br2 in a non-equilibrium geometry, with ωB97M-V/def2-TZVPD.

Output
**Gap between HOMO and LUMO**: 9.73 eV
**ΔE to the lowest compared entry with this formula, charge and spin**: 25.0 kcal per mole
**Highest occupied orbital energy**: -9.14 eV
**Total charge**: 0
**2S+1**: 1

Last column: Mulliken charge in e.
Element x y z (Å)
C  1.219  -0.369  1.370  -0.14
C  1.218  -0.287  2.644  -0.63
C  0.520  -0.685  0.114  -1.02
C  2.084  -0.125  0.197  0.34
C  -1.743  -1.038  -0.449  -1.74
C  -0.431  0.352  -1.917  -1.64
C  -0.977  1.428  0.234  -1.59
C  -0.663  0.042  -0.462  2.23
Br  3.459  -1.291  -0.252  -0.08
Br  2.452  1.680  -0.165  -0.12
H  2.201  0.058  3.223  0.21
H  0.273  -0.518  3.106  0.30
H  0.702  -1.806  -0.227  0.46
H  -2.813  -0.464  -0.502  0.31
H  -1.783  -1.676  0.473  0.39
H  -1.732  -1.580  -1.280  0.52
H  0.208  -0.525  -2.449  0.31
H  -1.424  0.526  -2.544  0.29
H  0.251  1.146  -2.185  0.45
H  -0.594  2.205  -0.444  0.35
H  -0.430  1.516  1.247  0.28
H  -1.998  1.412  0.268  0.52

***

Record 3
Computed, not measured: a molecular structure, C8H12Cl2OSn in a non-equilibrium geometry, with ωB97M-V/def2-TZVPD.

Output
**Gap between HOMO and LUMO (alpha / beta)**: 6.29 / 7.38 eV
**ΔE to the lowest compared entry with this formula, charge and spin**: 16.8 kcal per mole
**Highest occupied orbital energy (alpha / beta)**: -7.53 / -8.73 eV
**Total charge**: 0
**2S+1**: 1

Last column: Mulliken charge in e.
Element x y z (Å)
Sn  2.274  -0.202  0.876  0.92
Cl  0.918  -2.106  1.438  -0.41
Cl  1.707  0.841  2.956  -0.41
C  4.303  -0.640  0.951  -0.89
H  4.977  0.204  1.239  0.24
H  4.713  -1.428  0.292  0.28
C  -0.706  1.250  0.289  -0.05
C  0.398  0.748  -0.230  -0.25
H  -0.638  2.146  0.912  0.39
C  0.308  -0.425  -1.254  -0.73
H  1.159  1.545  -0.454  0.35
C  -0.949  -0.328  -2.087  -0.95
H  1.195  -0.467  -1.901  0.45
H  0.270  -1.399  -0.724  0.33
C  -2.189  -0.202  -1.234  -0.81
H  -0.899  0.497  -2.808  0.33
H  -1.017  -1.239  -2.680  0.40
C  -2.069  0.819  -0.073  -0.26
H  -3.071  -0.021  -1.856  0.33
H  -2.389  -1.164  -0.751  0.32
H  -2.757  1.662  -0.270  0.38
H  -2.493  0.313  0.781  0.07
O  -1.594  -0.453  3.797  -0.20
C  -1.450  0.048  2.790  0.17

***

Record 4
Computed, not measured: a molecular structure, C8H12F12NO15S4V in a non-equilibrium geometry, with ωB97M-V/def2-TZVPD.

Output
**Gap between HOMO and LUMO**: 5.97 eV
**ΔE to the lowest compared entry with this formula, charge and spin**: 0.0 kcal per mole
**Highest occupied orbital energy**: -3.63 eV
**Total charge**: -2
**2S+1**: 1

Last column: Mulliken charge in e.
Element x y z (Å)
O  1.517  0.305  -0.920  -0.58
V  0.058  0.023  -1.492  1.29
O  -0.052  0.889  -2.825  -0.37
C  3.349  -0.521  2.946  -1.70
C  2.032  0.160  2.632  0.99
C  1.037  0.232  3.759  -1.09
O  1.509  1.123  4.754  -0.36
C  0.489  1.484  5.657  -0.82
N  2.150  1.543  2.039  -0.07
H  1.198  1.791  1.771  0.34
H  2.470  2.173  2.780  0.40
H  2.838  1.572  1.285  0.34
H  3.188  -1.439  3.509  0.34
H  3.952  0.130  3.586  0.43
H  3.914  -0.818  2.063  0.42
H  1.592  -0.400  1.799  -0.19
H  0.874  -0.780  4.148  0.42
H  0.013  0.420  3.409  0.63
H  -0.272  2.143  5.237  0.33
H  0.903  1.946  6.555  0.28
H  0.037  0.592  6.105  0.33
C  0.621  -3.510  1.806  0.39
F  0.206  -4.704  2.230  -0.22
F  0.846  -2.698  2.866  -0.22
F  1.794  -3.666  1.199  -0.18
S  -0.761  -2.854  0.678  1.05
O  -1.924  -2.655  1.525  -0.63
O  -0.245  -1.605  0.086  -0.13
O  -0.917  -3.896  -0.305  -0.69
C  -4.334  0.144  -2.742  0.51
F  -5.541  -0.403  -2.913  -0.22
F  -3.724  0.168  -3.913  -0.20
F  -4.501  1.402  -2.312  -0.21
S  -3.460  -0.833  -1.429  1.23
O  -3.653  -2.220  -1.791  -0.71
O  -2.043  -0.418  -1.656  -0.67
O  -4.103  -0.553  -0.152  -0.69
C  3.340  -2.748  -2.323  0.57
F  2.726  -3.353  -1.283  -0.24
F  4.058  -1.741  -1.846  -0.23
F  4.099  -3.698  -2.867  -0.24
S  1.975  -2.068  -3.481  1.16
O  0.820  -1.801  -2.609  -0.38
O  2.540  -0.905  -4.108  -0.70
O  1.707  -3.161  -4.400  -0.68
C  -2.004  3.964  -3.469  0.52
F  -2.181  2.957  -2.619  -0.18
F  -1.098  4.804  -2.895  -0.28
F  -1.450  3.579  -4.614  -0.22
S  -3.666  4.862  -3.810  1.16
O  -4.202  4.113  -4.927  -0.67
O  -4.452  4.695  -2.601  -0.66
O  -3.269  6.234  -4.121  -0.68

***

Record 5
Computed, not measured: a molecular structure, C8H12F24LiN4O22S8 in a non-equilibrium geometry, with ωB97M-V/def2-TZVPD.

Output
**Gap between HOMO and LUMO**: 6.05 eV
**ΔE to the lowest compared entry with this formula, charge and spin**: 142.2 kcal per mole
**Highest occupied orbital energy**: -4.14 eV
**Total charge**: -3
**2S+1**: 1

Last column: Mulliken charge in e.
Element x y z (Å)
Li  2.220  3.116  -0.358  0.93
C  0.301  -5.842  0.417  0.71
F  0.172  -4.684  0.899  -0.24
F  1.558  -6.092  0.183  -0.26
F  -0.167  -6.622  1.391  -0.24
S  -0.859  -5.913  -1.102  1.04
O  -1.390  -7.254  -0.912  -0.69
O  -1.711  -4.757  -0.898  -0.54
N  0.187  -5.927  -2.515  -0.45
S  0.164  -4.497  -3.065  1.02
O  -0.950  -4.141  -3.930  -0.65
O  0.623  -3.468  -2.171  -0.60
C  1.686  -4.646  -4.301  0.58
F  1.975  -3.462  -4.824  -0.22
F  2.694  -5.134  -3.646  -0.22
F  1.353  -5.444  -5.345  -0.25
C  -1.547  2.138  3.270  0.60
F  -0.488  2.764  3.766  -0.21
F  -2.079  1.328  4.238  -0.21
F  -2.450  3.018  2.855  -0.21
S  -0.978  1.115  1.780  0.98
O  0.360  0.702  2.220  -0.64
O  -1.941  0.072  1.620  -0.52
N  -0.852  2.268  0.453  -0.47
S  -2.105  2.018  -0.333  1.02
O  -2.004  0.876  -1.171  -0.59
O  -3.367  2.168  0.473  -0.62
C  -2.193  3.546  -1.579  0.57
F  -3.385  3.572  -2.238  -0.22
F  -2.099  4.627  -0.845  -0.23
F  -1.211  3.570  -2.443  -0.22
C  1.703  4.070  -13.680  0.71
F  1.102  3.663  -14.824  -0.23
F  2.072  3.014  -12.945  -0.22
F  2.844  4.606  -14.031  -0.25
S  0.577  5.162  -12.571  0.95
O  1.247  6.441  -12.198  -0.54
O  -0.787  5.211  -13.192  -0.67
N  0.208  4.015  -11.297  -0.41
S  1.122  4.594  -10.230  1.04
O  2.588  4.652  -10.447  -0.65
O  0.531  5.831  -9.613  -0.68
C  0.843  3.157  -8.951  0.61
F  1.618  3.355  -7.817  -0.23
F  -0.463  3.091  -8.686  -0.20
F  1.305  1.987  -9.483  -0.23
C  -1.867  -3.416  8.370  0.66
F  -2.056  -2.195  8.702  -0.21
F  -2.495  -4.249  9.097  -0.22
F  -2.170  -3.630  7.080  -0.22
S  0.018  -3.902  8.464  0.95
O  0.017  -5.279  7.999  -0.66
O  0.722  -3.064  7.514  -0.54
N  0.312  -3.818  10.157  -0.49
S  1.417  -2.741  10.153  1.12
O  2.673  -3.312  9.608  -0.67
O  0.977  -1.430  9.622  -0.62
C  1.748  -2.436  12.052  0.55
F  2.852  -1.655  12.189  -0.22
F  0.695  -1.939  12.617  -0.20
F  2.006  -3.621  12.695  -0.25
O  1.939  2.953  8.964  -0.66
H  2.868  2.765  9.100  0.31
H  1.528  2.092  8.898  0.35
O  2.991  0.149  -1.954  -0.64
H  3.823  -0.322  -1.919  0.30
H  2.339  -0.494  -1.675  0.36
O  -4.872  -0.955  -4.928  -0.64
H  -4.000  -1.110  -4.565  0.33
H  -5.463  -1.437  -4.349  0.31
O  4.512  -0.848  5.085  -0.65
H  4.227  -1.752  5.218  0.33
H  3.955  -0.523  4.377  0.32
O  1.281  5.653  1.165  -0.63
H  0.493  5.140  1.342  0.34
H  1.389  6.202  1.941  0.30
O  -6.876  2.618  5.259  -0.65
H  -6.228  3.016  4.678  0.33
H  -6.781  1.676  5.118  0.32

***

Record 6
Computed, not measured: a molecular structure, C8H12F24MgN4O22S8 in a non-equilibrium geometry, with ωB97M-V/def2-TZVPD.

Output
**Gap between HOMO and LUMO**: 7.38 eV
**Highest occupied orbital energy**: -5.71 eV
**Total charge**: -2
**2S+1**: 1

Last column: Mulliken charge in e.
Element x y z (Å)
Mg  -2.213  1.071  0.453  1.05
C  -5.407  1.411  3.152  0.64
F  -5.639  2.746  3.244  -0.21
F  -6.098  0.765  4.069  -0.19
F  -5.913  0.996  1.901  -0.24
S  -3.467  1.143  3.358  0.87
O  -2.928  2.462  3.382  -0.81
O  -3.373  0.457  4.622  -0.53
N  -2.974  0.229  1.932  0.11
S  -3.399  -1.222  2.257  0.64
O  -4.692  -1.462  3.035  -0.62
O  -3.222  -1.994  1.065  -0.52
C  -2.100  -1.831  3.545  0.73
F  -2.730  -2.272  4.630  -0.24
F  -1.479  -2.957  3.081  -0.23
F  -1.298  -0.826  3.982  -0.19
C  -2.329  -4.720  -4.151  0.72
F  -2.221  -3.578  -4.772  -0.23
F  -1.139  -5.228  -3.712  -0.18
F  -2.988  -4.416  -3.054  -0.23
S  -3.314  -5.946  -5.289  0.97
O  -4.642  -5.375  -5.606  -0.64
O  -2.462  -5.966  -6.512  -0.62
N  -3.553  -7.484  -4.581  -0.46
S  -2.063  -8.111  -4.290  0.94
O  -0.933  -7.556  -5.041  -0.56
O  -1.867  -8.318  -2.860  -0.66
C  -2.331  -9.837  -5.121  0.65
F  -3.221  -10.567  -4.492  -0.22
F  -2.720  -9.448  -6.278  -0.21
F  -1.193  -10.561  -5.199  -0.23
C  -0.788  -1.793  -2.085  0.76
F  0.019  -2.796  -2.559  -0.23
F  -1.105  -0.954  -3.070  -0.24
F  -1.873  -2.296  -1.546  -0.17
S  0.261  -0.814  -0.618  0.50
O  -0.026  -1.546  0.627  -0.50
O  1.650  -0.830  -0.963  -0.69
N  -0.656  0.679  -0.534  -0.24
S  0.213  1.664  -1.548  1.04
O  0.727  1.067  -2.792  -0.58
O  -0.589  2.847  -1.767  -0.69
C  1.729  2.267  -0.544  0.60
F  1.740  1.836  0.725  -0.21
F  2.790  1.921  -1.189  -0.03
F  1.615  3.634  -0.414  -0.25
C  7.350  3.250  2.536  0.59
F  6.879  4.089  1.573  -0.19
F  8.315  2.376  2.095  -0.23
F  7.971  4.026  3.461  -0.25
S  5.720  2.376  3.378  1.04
O  4.755  2.154  2.341  -0.43
O  6.334  1.236  4.077  -0.68
N  5.107  3.523  4.568  -0.60
S  4.114  4.466  3.809  1.03
O  3.979  5.679  4.620  -0.74
O  4.485  4.716  2.435  -0.50
C  2.327  3.610  3.967  0.76
F  1.534  4.386  4.757  -0.24
F  1.828  3.662  2.760  -0.21
F  2.399  2.356  4.505  -0.22
O  4.385  -0.273  -0.629  -0.61
H  3.468  -0.341  -0.363  0.43
H  4.369  -0.385  -1.579  0.28
O  -0.781  2.189  1.836  -0.31
H  0.077  2.092  2.251  0.07
H  -1.361  2.463  2.546  0.41
O  -1.646  5.566  -3.446  -0.66
H  -2.255  5.180  -4.075  0.30
H  -1.239  4.814  -3.014  0.37
O  -3.409  0.377  -1.047  -0.17
H  -3.292  0.616  -1.966  0.21
H  -4.247  -0.085  -1.023  0.22
O  5.422  3.364  -0.690  -0.63
H  5.311  3.969  0.043  0.33
H  4.596  3.413  -1.170  0.26
O  1.679  6.357  0.703  -0.68
H  2.253  6.846  1.292  0.32
H  1.772  5.445  0.980  0.32

***

Record 7
Computed, not measured: 2 unconnected molecules or ions with the total composition C8H12F4N2O6S in a non-equilibrium geometry, with ωB97M-V/def2-TZVPD.

Output
**Gap between HOMO and LUMO**: 8.84 eV
**SMILES**: CC(=O)N(NS(=O)(=O)F)C(C)=O.CCOC(=O)C(F)(F)F
**Highest occupied orbital energy**: -10.38 eV
**Total charge**: 0
**2S+1**: 1

Last column: Mulliken charge in e.
Element x y z (Å)
C  -3.812  1.841  1.718  -0.77
C  -2.710  1.762  2.933  0.40
O  -2.682  2.679  3.914  -0.49
N  -1.747  0.601  2.971  0.22
N  -2.162  -0.499  2.271  -0.08
S  -2.047  -2.002  3.137  1.11
O  -1.768  -3.235  2.193  -0.53
O  -3.486  -2.285  3.721  -0.56
F  -0.986  -2.003  4.483  -0.24
C  -0.313  0.991  2.766  0.37
C  0.682  0.588  1.529  -0.62
O  0.224  1.825  3.702  -0.53
H  -3.321  1.902  0.641  0.22
H  -4.535  2.746  1.902  0.29
H  -4.427  0.821  1.744  0.28
H  -1.840  -0.545  1.286  0.24
H  1.377  -0.306  1.832  0.31
H  0.123  0.424  0.496  0.20
H  1.408  1.517  1.344  0.29
C  4.351  -0.629  -3.471  -1.11
C  3.164  -1.572  -3.543  -0.20
O  2.067  -1.065  -2.769  -0.30
C  1.299  -0.101  -3.371  0.34
O  1.506  0.332  -4.501  -0.51
C  0.144  0.312  -2.460  0.90
F  0.539  0.524  -1.171  -0.36
F  -0.832  -0.639  -2.405  -0.26
F  -0.467  1.463  -2.860  -0.26
H  4.626  -0.436  -2.428  0.30
H  5.214  -1.051  -3.993  0.38
H  4.114  0.340  -3.921  0.31
H  3.439  -2.539  -3.109  0.32
H  2.858  -1.760  -4.579  0.32

***

Question: 2S+1 of number 4 (C8H12F12NO15S4V)?
Answer: 1

***

Question: What is the total charge in the seventh record?
Answer: 0

***

Please write out number 7 again, unchanged.
Computed, not measured: 2 unconnected molecules or ions with the total composition C8H12F4N2O6S in a non-equilibrium geometry, with ωB97M-V/def2-TZVPD.

Output
**Gap between HOMO and LUMO**: 8.84 eV
**SMILES**: CC(=O)N(NS(=O)(=O)F)C(C)=O.CCOC(=O)C(F)(F)F
**Highest occupied orbital energy**: -10.38 eV
**Total charge**: 0
**2S+1**: 1

Last column: Mulliken charge in e.
Element x y z (Å)
C  -3.812  1.841  1.718  -0.77
C  -2.710  1.762  2.933  0.40
O  -2.682  2.679  3.914  -0.49
N  -1.747  0.601  2.971  0.22
N  -2.162  -0.499  2.271  -0.08
S  -2.047  -2.002  3.137  1.11
O  -1.768  -3.235  2.193  -0.53
O  -3.486  -2.285  3.721  -0.56
F  -0.986  -2.003  4.483  -0.24
C  -0.313  0.991  2.766  0.37
C  0.682  0.588  1.529  -0.62
O  0.224  1.825  3.702  -0.53
H  -3.321  1.902  0.641  0.22
H  -4.535  2.746  1.902  0.29
H  -4.427  0.821  1.744  0.28
H  -1.840  -0.545  1.286  0.24
H  1.377  -0.306  1.832  0.31
H  0.123  0.424  0.496  0.20
H  1.408  1.517  1.344  0.29
C  4.351  -0.629  -3.471  -1.11
C  3.164  -1.572  -3.543  -0.20
O  2.067  -1.065  -2.769  -0.30
C  1.299  -0.101  -3.371  0.34
O  1.506  0.332  -4.501  -0.51
C  0.144  0.312  -2.460  0.90
F  0.539  0.524  -1.171  -0.36
F  -0.832  -0.639  -2.405  -0.26
F  -0.467  1.463  -2.860  -0.26
H  4.626  -0.436  -2.428  0.30
H  5.214  -1.051  -3.993  0.38
H  4.114  0.340  -3.921  0.31
H  3.439  -2.539  -3.109  0.32
H  2.858  -1.760  -4.579  0.32